Computed, not measured: C5H10O2 in the gas phase, with ωB97M-V/def2-TZVPD.

```
17
Properties=species:S:1:pos:R:3
C 2.04 1.10 -0.41
O 0.65 0.95 -0.30
C 0.26 -0.39 -0.41
C 0.40 -1.26 0.85
O -1.01 -1.48 0.92
C -1.25 -0.62 -0.22
C -2.10 0.58 0.13
H 2.57 0.40 0.25
H 2.38 0.93 -1.44
H 2.30 2.12 -0.12
H 0.68 -0.85 -1.32
H 0.78 -0.70 1.72
H 0.97 -2.19 0.75
H -1.71 -1.20 -1.04
H -2.27 1.20 -0.76
H -3.07 0.23 0.50
H -1.62 1.18 0.90
```

## Properties
Spin multiplicity: 1
Frontier orbital gap: 10.70 eV
Total energy: -346.93410 Ha
LUMO level: 1.02 eV
Total charge: 0
F_max: 0.37 eV/A

---

Computed, not measured: C5H10O2 as an isolated structure, with ωB97M-V/def2-TZVPD.

```
17
Properties=species:S:1:pos:R:3
C -0.63 0.61 -0.57
C -0.57 -0.20 0.60
C 1.29 -0.20 0.89
C 2.05 -0.97 -0.16
C -2.59 0.32 -0.77
O -0.36 1.95 -0.51
O -3.08 -0.78 -0.87
H -0.59 2.28 0.38
H -0.26 0.19 -1.50
H -0.79 -1.25 0.44
H -1.00 0.22 1.51
H -3.23 1.21 -1.02
H 1.68 0.81 1.02
H 1.34 -0.69 1.87
H 3.09 -1.15 0.14
H 1.59 -1.94 -0.35
H 2.07 -0.42 -1.11
```

## Properties
Spin multiplicity: 1
Frontier orbital gap: 8.73 eV
Total energy: -346.87668 Ha
LUMO level: 0.76 eV
Total charge: 0
F_max: 6.26 eV/A

---

Computed, not measured: a 2-piece molecular cluster, C5H10O2 overall, with ωB97M-V/def2-TZVPD.

```
17
Properties=species:S:1:pos:R:3
C -2.38 -1.02 0.98
C -1.29 -0.41 0.13
C -0.25 -1.14 -0.26
O 0.50 -0.82 -1.35
C 1.87 0.80 0.58
C 1.47 1.66 -0.35
O 1.98 1.68 -1.61
H -2.87 -0.30 1.64
H -1.97 -1.83 1.58
H -3.16 -1.43 0.32
H -1.46 0.58 -0.28
H -0.01 -2.09 0.22
H 1.42 -1.08 -1.22
H 1.47 0.86 1.58
H 2.63 0.05 0.36
H 0.72 2.43 -0.13
H 1.32 2.05 -2.20
```

## Properties
Spin multiplicity: 1
Frontier orbital gap: 9.41 eV
Total energy: -346.91526 Ha
LUMO level: 0.93 eV
Total charge: 0
F_max: 0.61 eV/A

---

Computed, not measured: C5H10O2 in the gas phase, with ωB97M-V/def2-TZVPD.

```
17
Properties=species:S:1:pos:R:3
C 0.30 -2.03 -0.59
C 0.91 -0.60 -0.62
O 0.25 0.21 -1.55
C 0.81 0.27 0.70
C -0.20 1.68 0.69
C -1.61 1.19 0.54
O -2.01 0.58 -0.43
H 0.86 -2.77 -0.01
H -0.73 -1.99 -0.22
H 0.25 -2.41 -1.62
H 1.96 -0.75 -0.95
H -0.69 0.33 -1.21
H 0.43 -0.32 1.53
H 1.78 0.71 0.91
H 0.14 2.27 -0.16
H -0.16 2.34 1.59
H -2.30 1.27 1.40
```

## Properties
Spin multiplicity: 1
Frontier orbital gap: 9.98 eV
Total energy: -346.93926 Ha
LUMO level: 0.48 eV
Total charge: 0
F_max: 1.75 eV/A

---

Computed, not measured: C5H10O2 in the gas phase, with ωB97M-V/def2-TZVPD.

```
17
Properties=species:S:1:pos:R:3
O 2.94 -0.48 -0.04
C 1.69 -1.04 0.24
C 0.59 -0.26 -0.48
C -0.83 -0.76 -0.07
C -1.76 0.33 0.43
C -1.99 1.46 -0.23
O 0.83 1.11 -0.21
H 2.79 0.48 0.01
H 1.47 -1.03 1.32
H 1.71 -2.09 -0.09
H 0.72 -0.37 -1.56
H -0.73 -1.53 0.71
H -1.29 -1.26 -0.93
H 0.24 1.38 0.51
H -2.24 0.17 1.40
H -2.62 2.24 0.17
H -1.51 1.66 -1.19
```

## Properties
Spin multiplicity: 1
Frontier orbital gap: 10.85 eV
Total energy: -346.94871 Ha
LUMO level: 0.93 eV
Total charge: 0
F_max: 0.40 eV/A

---

Computed, not measured: C5H10O2 in the gas phase, with ωB97M-V/def2-TZVPD.

```
17
Properties=species:S:1:pos:R:3
C 1.94 0.44 -0.47
C 0.98 -0.63 0.01
O 1.34 -1.77 0.19
C -0.49 -0.28 0.33
C -0.70 1.16 0.76
C -1.35 -0.61 -0.91
O -0.89 -1.11 1.40
H 1.50 1.09 -1.23
H 2.84 -0.04 -0.84
H 2.20 1.07 0.39
H -0.07 1.42 1.61
H -1.75 1.28 1.06
H -0.51 1.86 -0.06
H -2.40 -0.43 -0.65
H -1.24 -1.67 -1.17
H -1.10 0.00 -1.78
H -0.36 -1.92 1.30
```

## Properties
Spin multiplicity: 1
Frontier orbital gap: 10.68 eV
Total energy: -346.99560 Ha
LUMO level: 0.84 eV
Total charge: 0
F_max: 0.51 eV/A

---

Computed, not measured: a 2-piece molecular cluster, C5H10O2 overall, with ωB97M-V/def2-TZVPD.

```
17
Properties=species:S:1:pos:R:3
C 1.31 2.44 0.27
C 0.36 1.59 -0.12
C 0.67 0.23 -0.57
C -0.26 -0.72 -0.75
O -1.57 -0.47 -0.40
C 0.04 -2.00 -1.46
H 1.12 3.32 0.86
H 2.35 2.29 0.00
H -0.68 1.89 -0.08
H 1.71 -0.04 -0.62
H -1.76 -0.97 0.41
H 1.08 -2.03 -1.75
H -0.54 -1.97 -2.38
H -0.26 -2.89 -0.91
H -0.57 0.11 2.94
H 0.06 -0.10 1.53
O -0.29 -0.57 2.31
```

## Properties
Spin multiplicity: 1
Frontier orbital gap: 9.29 eV
Total energy: -346.94266 Ha
LUMO level: 0.84 eV
Total charge: 0
F_max: 0.82 eV/A

---

Computed, not measured: C5H10O2 in the gas phase, with ωB97M-V/def2-TZVPD.

```
17
Properties=species:S:1:pos:R:3
C -0.94 0.69 0.12
C 0.10 1.81 0.59
C 1.00 -1.62 0.72
C 0.48 -1.24 -0.63
C -0.35 -0.23 -0.89
O -2.10 1.27 -0.43
O 1.00 -2.03 -1.61
H -2.46 1.91 0.19
H 0.65 -1.76 -2.47
H -1.12 0.22 1.11
H -0.68 -0.04 -1.90
H 1.02 1.34 0.93
H 0.32 2.44 -0.27
H -0.32 2.42 1.38
H 0.25 -1.43 1.49
H 1.90 -1.06 0.96
H 1.26 -2.68 0.71
```

## Properties
Spin multiplicity: 1
Frontier orbital gap: 9.37 eV
Total energy: -346.96306 Ha
LUMO level: 0.90 eV
Total charge: 0
F_max: 2.71 eV/A

---

Computed, not measured: C5H10O2 as an isolated structure, with ωB97M-V/def2-TZVPD.

```
17
Properties=species:S:1:pos:R:3
C 1.01 -0.61 1.31
O -0.13 -1.29 0.59
C -1.11 -0.49 -0.04
C -1.34 0.71 0.86
O -0.18 1.33 0.26
C -0.39 0.52 -0.94
C 0.81 0.01 -1.72
H 1.14 0.48 1.50
H 0.93 -1.08 2.27
H 1.90 -0.89 0.74
H -1.95 -1.08 -0.44
H -1.26 0.49 1.93
H -2.21 1.32 0.64
H -1.06 1.12 -1.56
H 0.53 -0.12 -2.77
H 1.65 0.71 -1.67
H 1.13 -0.96 -1.33
```

## Properties
Spin multiplicity: 1
Frontier orbital gap: 10.62 eV
Total energy: -346.89105 Ha
LUMO level: 1.06 eV
Total charge: 0
F_max: 1.40 eV/A

---

Computed, not measured: C5H10O2 in the gas phase, with ωB97M-V/def2-TZVPD.

```
17
Properties=species:S:1:pos:R:3
C -1.45 -0.62 -0.58
C -0.66 0.13 0.52
C 0.60 -0.66 1.02
O 0.68 -2.05 0.81
C 1.35 0.15 -0.02
C 0.32 1.25 0.03
O 0.14 1.81 -1.25
H -2.28 0.01 -0.92
H -1.84 -1.54 -0.14
H -0.94 -0.94 -1.51
H -1.39 0.42 1.28
H 0.85 -0.48 2.07
H 1.15 -2.17 -0.03
H 2.44 0.32 0.00
H 0.86 -0.32 -0.90
H 0.50 2.05 0.77
H -0.33 2.64 -1.17
```

## Properties
Spin multiplicity: 1
Frontier orbital gap: 10.67 eV
Total energy: -346.93714 Ha
LUMO level: 0.84 eV
Total charge: 0
F_max: 1.89 eV/A

---

Computed, not measured: a 2-piece molecular cluster, C5H10O2 overall, with ωB97M-V/def2-TZVPD.

```
17
Properties=species:S:1:pos:R:3
O 2.95 -1.02 -0.64
C 1.82 -0.51 0.03
C 0.89 0.13 -0.99
C -1.19 -1.10 0.46
C -1.69 0.03 -0.02
C -1.58 1.34 0.68
O 0.69 1.31 -1.05
H 3.35 -0.23 -1.01
H 2.16 0.19 0.80
H 1.33 -1.37 0.45
H 0.53 -0.59 -1.78
H -0.72 -1.11 1.43
H -1.35 -2.04 -0.05
H -2.60 1.39 1.04
H -2.32 0.05 -0.91
H -0.91 1.34 1.55
H -1.36 2.18 0.01
```

## Properties
Spin multiplicity: 1
Frontier orbital gap: 10.52 eV
Total energy: -346.91955 Ha
LUMO level: 0.83 eV
Total charge: 0
F_max: 1.11 eV/A

---

Computed, not measured: a 2-piece molecular cluster, C5H10O2 overall, with ωB97M-V/def2-TZVPD.

```
17
Properties=species:S:1:pos:R:3
C -2.17 -0.58 0.38
C -1.18 0.22 -0.45
O -1.24 1.60 -0.15
C 0.24 -0.29 -0.27
C 1.39 0.59 -0.77
C 1.73 0.79 0.71
O 0.70 0.03 1.09
H -3.17 -0.16 0.27
H -2.20 -1.63 0.08
H -1.90 -0.54 1.45
H -1.43 0.14 -1.51
H -0.99 1.70 0.78
H 0.33 -1.36 -0.45
H 2.17 0.11 -1.37
H 1.07 1.53 -1.24
H 3.32 -0.75 0.91
H 3.33 -1.40 0.54
```

## Properties
Spin multiplicity: 1
Frontier orbital gap: 9.59 eV
Total energy: -346.83478 Ha
LUMO level: 0.85 eV
Total charge: 0
F_max: 0.33 eV/A